{"formula": "C3H12N3O", "method": "ωB97M-V/def2-TZVPD", "elements": ["O", "N", "N", "N", "C", "C", "C", "H", "H", "H", "H", "H", "H", "H", "H", "H", "H", "H", "H"], "positions_angstrom": [[-1.4655, -1.0396, 0.8258], [1.2064, 0.3491, -1.7817], [-0.6309, -1.0673, 2.9385], [-1.0096, 0.9608, 1.8527], [1.0417, -0.9207, -0.9896], [-0.1144, 1.0067, -2.1045], [-1.0617, -0.4288, 1.8085], [-0.5551, 1.3527, -1.1774], [0.0794, 1.8652, -2.7435], [-0.0238, -0.5623, 3.5642], [0.9073, -0.6035, 0.0381], [0.1853, -1.4675, -1.3666], [1.6672, 0.1902, -2.6760], [1.9461, -1.5177, -1.0767], [-1.2090, 1.3147, 2.7849], [-0.7053, 0.2670, -2.6316], [-1.6210, 1.3641, 1.1613], [1.7969, 0.9875, -1.2534], [-0.4340, -2.0505, 2.8272]], "forces_ev_per_angstrom": [[0.3900, 0.4227, 0.1271], [-0.5107, -0.0032, -0.2985], [0.3043, 0.2554, -0.1800], [-0.0823, -0.2355, 0.5110], [0.4498, 0.2168, -0.0342], [0.5811, 0.2156, 0.0561], [-0.4246, -0.6160, -0.3488], [-0.2197, -0.2640, 0.0367], [0.0122, -0.0362, -0.0434], [-0.0597, -0.0912, 0.0956], [-0.2628, -0.2508, 0.0169], [-0.0892, 0.0519, 0.1289], [0.1989, -0.2269, 0.0748], [0.0261, 0.0638, -0.0508], [0.1757, 0.2192, -0.2755], [-0.2463, 0.0570, 0.1471], [-0.1485, 0.0483, 0.0063], [0.0648, 0.1081, -0.0396], [-0.1592, 0.0650, 0.0703]], "lowdin_charge": [0.011, -0.029, 0.162, 0.133, 0.013, 0.023, -0.679, 0.090, 0.106, 0.104, 0.083, 0.104, 0.175, 0.108, 0.105, 0.111, 0.091, 0.176, 0.114], "total_charge": 1, "relative_energy_kj_mol": 86.4, "fmax_ev_per_a": 0.83, "e_homo_ha": -0.4924, "gap_ev": 10.008}

{"formula": "C5H10NS", "method": "ωB97M-V/def2-TZVPD", "elements": ["S", "N", "C", "C", "C", "C", "C", "H", "H", "H", "H", "H", "H", "H", "H", "H", "H"], "positions_angstrom": [[-2.4629, -0.6721, -0.3820], [0.8318, -1.6658, 0.0802], [1.1446, 0.7755, -0.8538], [0.5072, 1.8771, -0.3979], [0.2746, -0.4748, -0.7058], [-0.8041, 1.6211, 0.4608], [-0.9188, 0.0353, 0.3510], [1.6461, -2.1941, -0.1671], [2.1533, 0.6347, -1.2655], [1.1292, -1.2814, 1.0322], [-1.6489, 2.2114, 0.0429], [0.0949, -2.3683, -0.0227], [-3.1818, -0.7868, 0.7569], [-0.1990, -0.9724, -1.5689], [-0.4354, 1.8768, 1.3907], [-0.8585, -0.2834, 1.4194], [0.9420, 2.9426, -0.4415]], "forces_ev_per_angstrom": [[0.0728, 0.3538, 0.1376], [0.5414, 0.7625, 0.9181], [-0.0899, -3.8073, 0.2848], [-1.2362, 3.4162, 0.6878], [-0.2440, 2.0209, 1.8694], [1.7884, -0.6683, -4.5062], [0.5212, 0.2287, -0.5779], [1.1622, 0.0940, -1.3167], [-0.5013, 0.4664, 0.2308], [-0.9914, -0.6372, -0.6313], [0.5019, -0.3331, 0.7114], [-0.5591, -0.4770, 0.9866], [0.1210, 0.1949, 0.1359], [0.0672, 0.2852, -0.2795], [-0.3350, 0.3789, 2.5701], [0.1824, -0.4245, -0.9871], [-1.0015, -1.8541, -0.2338]], "lowdin_spin": [0.696, 0.090, 0.233, 0.380, 0.130, 0.102, 0.124, 0.016, 0.017, 0.040, 0.005, 0.040, 0.039, 0.032, 0.017, 0.019, 0.021], "total_charge": 1, "relative_energy_kj_mol": 315.1, "fmax_ev_per_a": 4.89, "multiplicity": 3, "e_homo_ha": [-0.2900, -0.4680], "gap_ev": [4.757, 4.163]}

{"formula": "CH10NO4", "method": "ωB97M-V/def2-TZVPD", "elements": ["O", "O", "O", "O", "N", "C", "H", "H", "H", "H", "H", "H", "H", "H", "H", "H"], "positions_angstrom": [[0.4932, 0.0499, 0.4792], [0.6642, 1.0806, -3.6972], [-0.4638, -0.8693, -2.0344], [-1.2339, -1.8501, 1.5332], [0.5588, 0.9711, 2.8253], [0.1313, 0.9878, 1.3610], [-0.6508, -1.1400, 1.0180], [-1.2151, -1.3035, -1.6595], [-1.0200, 1.0565, 1.3662], [1.3313, 0.4811, -3.4287], [-1.0080, -2.7316, 1.1951], [1.4766, 0.6108, 2.9007], [0.4991, 1.9695, 1.0020], [-0.0713, -0.5224, -1.2204], [0.2488, 1.3289, -2.7907], [0.0323, 0.2369, 3.4285]], "forces_ev_per_angstrom": [[0.1570, -1.5375, 0.2166], [-1.7571, 2.0828, 1.8085], [0.2681, -0.0093, -0.4265], [0.5000, 0.6830, -0.8702], [-2.2479, -1.5368, 0.8521], [-1.5189, 1.0635, -0.0871], [-0.1785, -1.2246, 0.7539], [-0.8839, -0.5408, 0.1332], [1.0497, 0.2693, 0.5702], [0.9401, -1.1253, 0.3767], [0.1245, 0.7068, 0.0182], [1.4481, -0.2228, -0.3476], [-0.0558, 0.1757, 0.3135], [0.6298, 0.5467, 0.8384], [0.8675, -0.8292, -2.3827], [0.6573, 1.4984, -1.7671]], "lowdin_charge": [-0.343, -0.106, -0.085, -0.175, -0.042, -0.563, 0.018, 0.008, 0.098, -0.010, 0.002, -0.001, 0.069, -0.020, 0.079, 0.069], "total_charge": -1, "relative_energy_kj_mol": 99.5, "fmax_ev_per_a": 3.27, "e_homo_ha": -0.1430, "gap_ev": 7.905}